Entry 1:
Entry from the OMol25 dataset: C13H23Cl3O2V as an isolated structure at a distorted geometry (the ωB97M-V functional and the def2-TZVPD basis).

Results
frontier orbital gap (alpha / beta) = 0.161 / 0.161 Eh
LUMO (alpha / beta) = 4.685 / 4.688 eV
multiplicity = 2
net charge = -2

The geometry in XYZ format:
```
42
Properties=species:S:1:pos:R:3:forces:R:3
C -0.8153 0.6808 -1.9336 0.5 -0.5 0.2
C -1.6430 -0.4551 -1.7830 0.7 0.1 0.3
C -0.8195 -1.5813 -1.5559 0.6 0.5 0.2
C -3.1195 -0.4722 -1.8937 -0.2 0.0 -0.1
C 0.5500 -1.1502 -1.5852 -0.7 0.5 0.0
C 0.5546 0.2600 -1.8211 -0.7 -0.5 0.1
C 1.7519 1.1110 -2.0364 0.0 0.2 0.0
C -1.2960 2.0359 -2.2906 -0.1 0.2 -0.1
C -1.3027 -2.9784 -1.4556 -0.1 -0.2 -0.1
C 1.7415 -2.0341 -1.5239 0.1 -0.1 0.0
V -0.2623 -0.1099 0.2798 0.6 0.6 2.6
Cl -2.4327 0.0394 1.2154 0.1 -0.1 -0.4
Cl -0.1644 2.2502 0.6433 -0.1 -0.8 -0.6
Cl -0.1883 -2.2592 1.4109 -0.3 -1.0 -0.9
H -3.5554 0.4717 -1.5835 0.0 0.1 0.1
H -3.5579 -1.2550 -1.2835 0.0 -0.1 0.1
H -3.4070 -0.6522 -2.9317 -0.1 0.0 -0.2
H -2.1630 -3.0586 -0.7976 -0.1 0.0 0.1
H -0.5371 -3.6447 -1.0772 0.1 0.0 0.1
H -1.6019 -3.3266 -2.4463 -0.1 -0.1 -0.2
H 1.5920 -2.8557 -0.8299 -0.1 0.0 0.2
H 2.6240 -1.4871 -1.2070 0.1 0.1 0.1
H 1.9455 -2.4548 -2.5099 0.1 -0.1 -0.2
H 2.6074 0.7387 -1.4821 0.1 0.0 0.1
H 1.5750 2.1304 -1.7099 0.1 0.2 0.2
H 2.0136 1.1280 -3.0959 0.0 0.0 -0.2
H -2.1632 2.3207 -1.7021 -0.1 0.0 0.1
H -1.5831 2.0482 -3.3441 -0.1 0.0 -0.2
H -0.5336 2.7892 -2.1363 0.1 0.1 0.1
O 2.5525 4.1840 0.6202 0.5 0.2 -0.1
H 3.5067 4.1799 0.8005 -0.2 0.0 0.0
C -0.2847 -0.4111 3.9920 -0.5 -0.3 0.3
C 0.5688 0.5414 3.1550 0.8 0.0 0.0
C 1.8465 0.8777 3.9325 0.6 0.3 0.0
O 0.9833 -0.0338 1.9301 -1.6 0.8 -1.4
H 0.2584 -1.3580 4.1909 -0.3 0.5 -0.1
H -1.2387 -0.6418 3.4891 0.5 0.0 0.2
H -0.5354 0.0660 4.9646 0.2 -0.1 -0.4
H 0.0135 1.4813 3.0137 0.1 -0.2 -0.2
H 2.4378 -0.0456 4.1257 -0.4 0.4 -0.1
H 2.4814 1.5747 3.3457 -0.4 -0.3 0.3
H 1.6016 1.3545 4.9048 0.1 -0.2 -0.4
```
Positions in Å, forces in eV/Å.

---

Entry 2:
Entry from the OMol25 dataset: C4H6N2OS as an isolated structure at a distorted geometry (the ωB97M-V functional and the def2-TZVPD basis).

Results
frontier orbital gap = 0.351 Eh
LUMO = 0.623 eV

The geometry in XYZ format:
```
14
Properties=species:S:1:pos:R:3:forces:R:3
C -1.3352 0.4138 0.2945 2.2 -0.7 -0.3
C -0.5788 -1.9358 -0.3793 -2.1 3.2 0.0
C -1.9380 1.6845 0.7098 0.6 -3.0 0.3
C 1.8637 -1.6058 -0.6868 -3.0 -3.4 -4.9
N -1.8786 -0.6752 0.0933 1.2 -3.0 -0.8
N 0.4903 -1.1536 -0.4878 1.2 0.8 1.0
O -0.7705 -3.0399 -0.7221 -0.4 -0.7 0.4
S 0.5357 0.4373 0.0990 -1.5 0.3 0.1
H -1.5928 2.4332 0.1514 1.2 3.2 -2.0
H -1.7712 1.7894 1.7114 0.9 0.7 2.7
H -2.9325 1.5305 0.6394 -3.5 -0.1 -0.6
H 2.1703 -1.1228 -1.6067 0.9 0.5 0.3
H 2.4289 -1.5075 0.1377 2.1 0.4 2.7
H 1.7925 -2.7010 -1.0734 0.2 1.6 1.2
```
Positions in Å, forces in eV/Å.

---

Going through the records in order, we get relative energy (zero: lowest compared OMol25 entry of this formula, charge and spin) values of 0.0, 332.2 kJ/mol.